(1)
14
Properties=species:S:1:pos:R:3 method="wB97M-V/def2-TZVPD" homo_lumo_gap_ev=10.93 e_above_lowest_kcal_mol=43.43 e_homo_ev=-9.88
O -1.94922 0.35512 -0.77426
C -1.49909 -0.65605 0.09734
C -0.02965 -0.51646 0.43274
C 0.96507 -0.18838 -0.68778
C 1.43859 0.89806 0.28140
O 0.24921 0.74498 1.07904
H -1.73926 1.19316 -0.33901
H -2.07465 -0.65926 1.03682
H -1.66794 -1.61459 -0.40496
H 0.29260 -1.35554 1.06848
H 1.67588 -0.95999 -0.98931
H 0.44840 0.22452 -1.55754
H 1.55636 1.91911 -0.09569
H 2.33370 0.61532 0.85272

---

(2)
74
Properties=species:S:1:pos:R:3 method="wB97M-V/def2-TZVPD" homo_lumo_gap_ev="9.98 / 2.74" total_charge=+1 spin_multiplicity=2 e_homo_ev="-12.47 / -12.47"
C 1.08819 -6.39750 6.54740
C 0.73372 -5.20363 7.48226
O 0.16569 -4.38028 6.60594
C -0.10941 -4.90001 5.39699
O -0.77029 -4.38397 4.55229
O 0.35597 -6.12397 5.39899
F 1.93664 -4.66381 7.78861
H 0.72726 -7.39472 6.79917
H 2.14971 -6.52305 6.33408
H 0.22023 -5.30759 8.43809
C 1.11509 3.13661 3.44907
C 1.86188 3.29443 4.70116
O 3.17873 2.99271 4.41445
C 3.39696 2.99935 3.17186
O 4.57049 2.81429 2.68914
O 2.23470 3.14080 2.47661
F 1.21897 2.57145 5.59793
H 0.40021 3.94947 3.32141
H 0.57897 2.19278 3.54834
H 1.91439 4.33325 5.02705
C 0.82068 -1.32230 2.89392
C -0.44813 -0.84198 2.17255
O -0.00783 -0.91999 0.92361
C 1.42670 -0.92223 0.83819
O 2.05106 -0.88916 -0.24964
O 1.95549 -1.07167 2.03640
F -0.73918 0.39060 2.46255
H 0.73727 -2.36035 3.21577
H 1.14970 -0.63336 3.67187
H -1.26807 -1.55830 2.22432
C -4.06602 0.42145 2.87549
C -5.26979 -0.47765 3.13708
O -5.99488 -0.51364 1.93882
C -5.23858 0.12923 0.93788
O -5.54715 0.02898 -0.25042
O -4.10843 0.55308 1.46232
F -6.10918 0.10256 4.05484
H -3.16976 -0.09812 3.21443
H -4.13021 1.36777 3.41258
H -4.95840 -1.40200 3.62359
C 3.14254 0.07606 -3.63533
O 2.33842 0.95732 -4.45866
P 2.83421 2.49578 -4.56815
O 4.32818 2.72350 -4.60940
O 1.97297 2.99085 -5.87798
C 2.35672 2.80167 -7.28569
O 2.13811 3.34546 -3.38488
C 2.41818 4.69901 -3.39021
H 2.33659 -0.33580 -3.02795
H 3.78341 0.40816 -2.81857
H 3.63861 -0.66457 -4.26261
H 1.70656 2.16639 -7.88720
H 3.40457 2.54213 -7.43656
H 2.23708 3.80602 -7.69199
H 3.48224 4.93416 -3.41447
H 1.82467 5.26849 -2.67500
H 2.00275 5.15638 -4.28817
C -0.74769 0.53343 -2.28945
O -1.68134 -0.30317 -2.90122
P -2.03214 0.02458 -4.47074
O -2.60929 1.34582 -4.78681
O -3.03516 -1.10492 -4.96711
C -4.36552 -1.09460 -4.45182
O -0.60419 -0.45238 -5.20426
C 0.09236 -1.61036 -4.92123
H 0.24170 0.07798 -2.33164
H -0.96050 0.51889 -1.22052
H -0.67289 1.55556 -2.66059
H -4.72746 -0.10247 -4.18207
H -4.51108 -1.62611 -3.51138
H -5.06203 -1.53902 -5.16279
H -0.41278 -2.13179 -4.10818
H 1.11701 -1.36264 -4.64404
H -0.02817 -2.22934 -5.81029

---

(3)
62
Properties=species:S:1:pos:R:3 method="wB97M-V/def2-TZVPD" homo_lumo_gap_ev="7.71 / 6.71" e_above_lowest_kcal_mol=0.00 total_charge=+1 spin_multiplicity=2 e_homo_ev="-10.85 / -10.80"
Cu -0.08887 0.60408 0.33221
C 6.41416 -1.44907 1.64368
C 6.11520 -0.10006 0.97309
C 6.53636 1.04507 1.90499
C 6.91471 -0.00511 -0.32437
C 4.61467 0.00046 0.72338
C 4.06283 0.15248 -0.54120
C 2.69142 0.24815 -0.68086
N 1.85407 0.18957 0.35496
C 2.36519 0.03078 1.59163
C 3.72399 -0.06217 1.79687
C 1.36034 -0.04589 2.70616
C 1.73510 -0.13368 4.03546
C 0.77096 -0.19824 5.03546
C -0.55969 -0.17366 4.62401
C -0.86171 -0.08692 3.28242
N 0.07494 -0.02334 2.33228
C 1.12051 -0.29207 6.51734
C 2.62988 -0.29837 6.74921
C 0.52542 -1.58747 7.08701
C 0.50817 0.91534 7.24118
H 7.48868 -1.54671 1.80562
H 6.08864 -2.28327 1.01942
H 5.92471 -1.54016 2.61500
H 7.60835 0.98198 2.09816
H 6.02442 0.99963 2.86774
H 6.32979 2.01840 1.45573
H 7.97831 -0.07788 -0.09599
H 6.75412 0.94601 -0.83650
H 6.67244 -0.81637 -1.01425
H 4.68069 0.20643 -1.42496
H 2.23852 0.38696 -1.65426
H 4.10782 -0.19101 2.79759
H 2.77970 -0.14625 4.30052
H -1.36692 -0.22245 5.34194
H -1.88883 -0.07000 2.93828
H 3.11415 -1.15701 6.27773
H 2.82862 -0.36193 7.81933
H 3.10505 0.61526 6.38380
H 0.91935 -2.46661 6.57344
H -0.56229 -1.60643 7.00518
H 0.77977 -1.67056 8.14484
H 0.90279 1.85473 6.84913
H 0.74714 0.86417 8.30463
H -0.57822 0.93862 7.14687
Br -2.39036 0.31620 -0.35846
C -2.61946 2.20979 -0.54540
C -3.87165 2.69461 -0.72702
C -4.02321 4.09350 -0.89387
C -2.93089 4.90884 -0.88404
C -1.62432 4.38345 -0.69953
C -0.47393 5.21349 -0.70314
C 0.76785 4.68089 -0.53354
C 0.93189 3.28557 -0.33442
C -0.14505 2.44713 -0.30550
C -1.44564 2.99280 -0.51011
H -4.73051 2.03838 -0.75270
H -5.01457 4.50196 -1.03666
H -3.04859 5.97684 -1.02147
H -0.60006 6.27928 -0.84907
H 1.63767 5.32587 -0.54758
H 1.93631 2.89919 -0.19738

---

(4)
15
Properties=species:S:1:pos:R:3 method="wB97M-V/def2-TZVPD" homo_lumo_gap_ev=9.10 e_above_lowest_kcal_mol=136.76 e_homo_ev=-8.26
C -1.89407 0.65259 0.47207
C -1.11526 0.47799 -0.79397
N 0.13178 0.68580 -1.03622
C 1.05165 0.44700 -0.03564
N 2.35721 0.48425 -0.46176
O 0.33685 -1.08774 0.41894
O 0.73595 -2.44128 0.25229
H -1.26369 0.67551 1.35702
H -2.47352 1.57806 0.41159
H -2.59793 -0.17318 0.57727
H -1.72792 0.36662 -1.68659
H 0.89622 0.89573 0.94827
H 3.04801 0.22017 0.22416
H 2.49911 0.09501 -1.38410
H 0.01559 -2.87655 0.73667

---

(5)
22
Properties=species:S:1:pos:R:3 method="wB97M-V/def2-TZVPD" homo_lumo_gap_ev=10.58 e_above_lowest_kcal_mol=38.89 e_homo_ev=-10.00
C 0.38311 1.21171 0.86311
C 0.37421 -0.01127 -0.06012
C 0.40541 -1.30931 0.75384
C -0.85217 0.01016 -1.00551
C -2.19351 0.17494 -0.35725
N -2.85382 -0.67720 0.38408
N 1.53708 0.03607 -0.96420
C 2.83255 0.11372 -0.62012
O 3.31276 -0.09964 0.48631
H 1.31581 1.24603 1.43768
H 0.28356 2.13721 0.27962
H -0.44560 1.15362 1.57993
H -0.47044 -1.36879 1.41265
H 0.41661 -2.18439 0.08895
H 1.29439 -1.33664 1.39397
H -0.73781 0.85057 -1.70504
H -0.86589 -0.93104 -1.57398
H 1.35688 0.01499 -1.95989
H 3.46254 0.46443 -1.46305
O -2.62277 1.35892 0.00564
H -2.57923 -1.63729 0.19816
H -3.35367 0.78319 0.82525

---

| no. | maximum force (Eh/bohr) | E_tot (Ha) |
| --- | --- | --- |
| 1 | 0.0070 | -307.64321 |
| 2 | 0.1528 | -3290.57371 |
| 3 | 0.0076 | -5408.79718 |
| 4 | 0.0357 | -378.92307 |
| 5 | 0.0767 | -495.77554 |